Computed, not measured: C13H23BrO3SSiV as an isolated structure, with ωB97M-V with the def2-TZVPD basis set.

Calculated values
2S+1: 3
Net charge: +1
ΔE to the lowest compared entry with this formula, charge and spin: 0.0 kcal/mol
HOMO-LUMO gap (alpha / beta): 8.32 / 8.75 eV
LUMO level (alpha / beta): -3.42 / -3.02 eV

Geometry as XYZ:
```
43
Properties=species:S:1:pos:R:3:forces:R:3:lowdin_spin:R:1
V 0.18430 -0.00360 -1.03161 -0.3 -0.2 0.0 2.02
Br -5.32318 -4.41080 3.53937 0.0 0.0 0.0 0.00
C -4.10745 -3.52197 2.40825 0.0 0.0 0.0 0.00
C -4.52488 -2.39135 1.71713 0.0 0.0 0.0 0.00
C -3.62930 -1.74119 0.89012 0.0 0.0 0.0 0.00
C -2.32773 -2.22286 0.75812 -0.1 0.0 -0.1 0.00
C -1.92343 -3.36027 1.45377 0.0 0.0 0.0 0.00
C -2.81368 -4.01227 2.28444 0.0 0.0 0.0 0.00
C -1.37627 -1.52554 -0.10474 0.1 -0.2 0.2 0.01
O -0.17864 -1.91289 -0.25251 0.0 0.3 0.0 0.01
O -1.70270 -0.42221 -0.71058 0.3 0.1 -0.1 -0.01
H -5.53743 -2.03113 1.82815 0.0 0.0 0.0 0.00
H -3.93239 -0.85941 0.34276 0.0 0.0 0.0 0.00
H -0.91136 -3.72292 1.33696 0.0 0.0 0.0 0.00
H -2.51485 -4.89424 2.83239 0.0 0.0 0.0 0.00
C 3.16785 1.81372 2.37575 0.0 0.0 -0.1 -0.01
Si 2.71767 1.15288 0.69121 -0.1 -0.1 0.0 -0.01
C 3.17965 2.39036 -0.64370 0.0 0.0 0.1 0.00
C 3.62049 -0.47700 0.37295 0.0 0.1 0.0 0.00
C 0.84855 0.83274 0.64322 0.1 0.0 0.0 -0.06
H 4.24102 2.01248 2.42387 0.0 0.0 0.0 0.00
H 2.92688 1.09474 3.16030 0.0 0.0 0.0 0.00
H 2.64377 2.74414 2.59907 0.0 0.0 0.0 0.00
H 4.25139 2.59597 -0.59478 0.0 0.0 0.0 0.00
H 2.66109 3.34199 -0.50938 0.0 0.0 0.0 0.00
H 2.96189 2.04704 -1.65972 0.0 0.0 0.0 0.00
H 4.12606 -0.49464 -0.59723 0.0 0.0 0.0 0.00
H 2.95621 -1.34168 0.44192 0.0 0.0 0.0 0.00
H 4.40419 -0.61924 1.11914 0.0 0.0 0.0 0.00
H 0.32307 1.78013 0.81272 0.0 0.0 0.0 0.00
H 0.61287 0.14966 1.46828 0.0 0.0 0.0 0.00
C -1.30048 3.02604 -1.35047 0.0 0.0 0.0 0.01
S -0.09933 2.11964 -2.35029 0.0 -0.1 0.1 0.01
C -1.17186 1.53594 -3.68368 0.0 0.0 0.0 0.00
H -1.71578 3.83135 -1.95200 0.0 0.0 0.0 0.00
H -0.76747 3.44916 -0.50265 0.0 0.0 0.0 0.00
H -2.08645 2.35798 -1.00389 0.0 0.0 0.0 0.00
H -2.00031 0.95522 -3.28178 0.0 0.0 0.0 0.00
H -0.56910 0.91846 -4.34680 0.0 0.0 0.0 0.00
H -1.54265 2.39553 -4.23693 0.0 0.0 0.0 0.00
O 1.71940 -0.72552 -2.26392 -0.2 0.1 0.1 0.02
H 1.97486 -1.64824 -2.12012 0.0 0.0 0.1 0.00
H 2.53551 -0.20622 -2.30310 0.0 0.0 -0.1 0.00
```
Forces are in eV/Å.


Computed, not measured: an isolated ion of composition C13H23ClFN3O3P and charge +1 in a non-equilibrium geometry, with ωB97M-V with the def2-TZVPD basis set.

Calculated values
Net charge: +1
SMILES: CCCN[n+]1ncc(CCCCl)c(P(=O)(O)O)c1C[C@@H](C)F
HOMO-LUMO gap: 7.55 eV
LUMO level: -5.66 eV

Geometry as XYZ:
```
45
Properties=species:S:1:pos:R:3:forces:R:3:mulliken_charge:R:1
C 4.63847 -3.22850 1.42746 -0.1 -0.4 -0.1 -0.90
C 3.97854 -3.01185 -0.09238 -0.1 0.4 1.5 -0.38
C 2.84698 -1.82650 0.08789 1.0 -0.6 1.0 -0.41
N 2.11448 -1.48312 -1.21524 0.4 -0.8 1.2 -0.57
N 0.80554 -1.14561 -0.78181 -0.8 3.1 0.0 1.02
N -0.06377 -2.17990 -0.85170 -4.6 2.3 2.3 -1.00
C -1.45280 -1.96528 -0.38442 3.0 3.8 -0.1 -0.40
C -1.88515 -0.48950 0.14819 1.6 0.4 -0.2 0.21
C -3.45430 -0.24725 0.62008 0.7 0.4 -0.5 -0.36
C -4.53630 -1.24280 -0.10687 -1.4 0.5 0.8 -0.69
C -5.87262 -0.36513 -0.59835 0.9 -0.5 -2.1 -0.50
Cl -7.31037 -0.49708 0.56391 1.6 0.4 -1.0 -0.18
C -0.81011 0.74831 0.22545 1.4 -6.0 -1.6 -0.11
P -1.20081 2.51365 0.88844 -2.4 6.2 -1.4 1.07
O -1.62397 3.54631 -0.24688 1.9 -4.6 4.1 -0.63
O -2.54734 2.49384 2.04691 4.3 -2.7 -1.3 -0.48
O 0.15398 3.20746 1.80454 -2.0 -4.6 -1.3 -0.50
C 0.69196 0.28407 -0.34809 -3.2 -0.6 1.3 0.38
C 1.91504 1.41203 -0.39404 0.2 -0.4 -0.8 -0.60
C 1.46706 2.51538 -1.54294 0.0 0.6 0.1 0.38
C 1.57457 4.07758 -1.05802 0.2 0.5 -1.2 -0.98
F 2.32212 2.30065 -2.75662 -1.9 0.2 2.8 -0.36
H 5.78687 -3.54141 1.33567 -2.7 0.8 0.3 0.30
H 4.52106 -2.24363 2.09143 0.4 -2.2 -1.5 0.27
H 4.05814 -4.10270 1.96236 1.2 1.8 -1.0 0.26
H 3.42210 -3.99714 -0.40280 1.3 1.9 0.3 0.29
H 4.87224 -2.72141 -0.78962 -2.1 -0.5 1.0 0.31
H 3.38343 -0.86830 0.55494 -1.3 -2.0 -1.2 0.21
H 1.99396 -2.17489 0.84098 2.1 0.5 -1.3 0.26
H 2.07284 -2.34047 -1.82727 -0.4 1.2 0.9 0.40
H -2.24255 -2.83244 -0.40976 2.1 1.8 -0.1 0.40
H -3.74636 0.85338 0.31431 0.8 -2.1 0.7 0.33
H -3.48656 -0.30591 1.80473 0.0 0.0 -2.5 0.28
H -4.96286 -1.99919 0.70560 1.2 1.3 -2.0 0.29
H -4.14938 -1.77882 -1.07347 -0.5 1.0 2.0 0.36
H -6.22891 -0.85080 -1.62741 0.6 1.0 2.4 0.31
H -5.57878 0.75380 -0.88266 -0.9 -2.3 1.1 0.32
H -2.28738 1.72656 2.66893 -0.9 1.7 -0.8 0.33
H 0.60199 2.36762 2.17624 -0.6 2.0 -0.3 0.33
H 2.94336 0.97536 -0.74002 -2.2 0.5 0.6 0.33
H 2.11357 1.90695 0.67274 -0.9 -1.2 -2.4 0.29
H 0.35222 2.29925 -1.82566 2.3 0.4 0.1 0.25
H 0.55540 4.59907 -1.38220 2.2 -1.1 1.1 0.23
H 2.41794 4.63572 -1.67640 -1.7 -1.5 1.2 0.39
H 1.83645 4.22260 0.07385 -0.8 -0.4 -2.2 0.23
```
Forces are in eV/Å.


Computed, not measured: a 6-piece molecular cluster, C13H23F2N3O14S overall in a non-equilibrium geometry, with ωB97M-V with the def2-TZVPD basis set.

Calculated values
Net charge: 0
SMILES: O=C1OC[C@@H](F)O1.O=C1OC[C@@H](F)O1.C[N+](=O)[O-].C[N+](=O)[O-].C[N+](=O)[O-].O=S1(=O)CCCC1
HOMO-LUMO gap: 10.50 eV
LUMO level: -0.35 eV

Geometry as XYZ:
```
56
Properties=species:S:1:pos:R:3:forces:R:3:mulliken_charge:R:1
C -2.65677 2.72454 -5.34093 -0.3 -0.4 -0.2 -0.58
N -2.67481 4.20497 -5.33786 0.1 0.0 0.5 0.90
O -3.37440 4.76714 -4.51814 0.1 -0.1 -0.1 -0.53
O -1.98227 4.75697 -6.16425 0.1 0.2 -0.1 -0.54
H -3.50285 2.35792 -4.77346 -0.2 0.1 -0.2 0.28
H -1.76547 2.32338 -4.87516 0.3 0.4 0.0 0.17
H -2.66900 2.45002 -6.39046 -0.1 -0.2 0.1 0.32
C 0.29347 3.96995 1.67846 0.6 0.4 -0.6 -0.25
N -0.93280 4.81005 1.61962 -0.1 -0.3 0.1 0.96
O -1.80483 4.49329 0.83469 0.0 -0.1 0.0 -0.55
O -0.95874 5.77322 2.34951 -0.1 0.0 0.0 -0.56
H 0.27131 3.20822 0.90994 -0.3 -0.1 0.1 -0.25
H 0.44625 3.55245 2.66540 -0.1 0.1 0.1 0.32
H 1.08747 4.66488 1.40777 0.2 -0.1 0.3 0.30
C 4.38421 1.89605 -2.02338 0.2 0.9 0.2 -0.65
N 4.14247 1.65228 -0.57281 0.0 -0.1 0.3 0.86
O 4.47768 2.51704 0.21140 -0.1 -0.3 -0.3 -0.54
O 3.58689 0.61136 -0.26197 0.0 0.1 -0.2 -0.46
H 4.93438 2.83169 -2.07245 0.0 0.0 0.0 0.31
H 3.40226 2.03289 -2.46591 0.0 -0.3 -0.2 0.21
H 4.97544 1.10918 -2.47383 -0.3 -0.4 0.2 0.28
C -2.47045 -4.45478 2.28477 0.0 -0.6 -0.7 -0.76
C -0.97376 -4.85699 2.40678 -0.8 0.8 0.7 -0.27
C -0.52775 -5.15140 1.00281 0.0 -0.3 -0.4 -0.74
S -1.26060 -3.86811 -0.02277 -0.3 -0.2 0.3 0.99
O -1.88272 -4.51687 -1.14231 -0.1 0.1 -0.1 -0.69
O -0.37986 -2.75095 -0.24998 0.5 0.0 0.2 -0.49
C -2.46735 -3.36949 1.21970 0.3 1.1 -0.1 -0.63
H -2.85948 -4.11179 3.23802 -0.1 0.1 0.0 0.36
H -3.08000 -5.28548 1.91233 0.1 -0.1 0.3 0.32
H -0.81425 -5.68177 3.09500 0.0 -0.1 -0.1 0.38
H -0.53085 -3.96262 2.85958 0.5 -0.2 -0.2 0.00
H -1.05766 -6.05497 0.69474 0.2 0.0 -0.2 0.37
H 0.52735 -5.26418 0.76661 0.1 0.2 0.2 0.42
H -3.35659 -3.06202 0.66901 -0.3 -0.6 0.2 0.48
H -2.07592 -2.43875 1.64552 0.1 -0.1 -0.1 0.27
C -0.05396 0.34328 -1.05749 0.5 0.7 -0.6 0.13
C -0.20392 1.78996 -1.55355 -0.9 0.0 -0.3 0.42
O -1.03994 1.64639 -2.68768 0.4 0.3 0.0 -0.38
C -1.54831 0.39557 -2.74536 0.3 -0.3 0.7 0.50
O -2.27035 0.00050 -3.58575 -0.5 -0.1 -0.6 -0.49
O -1.13114 -0.32919 -1.68753 -0.2 0.0 0.1 -0.27
F 0.96129 2.36729 -1.95452 0.2 -0.2 0.1 -0.28
H -0.09470 0.29321 0.02341 -0.1 -0.4 0.0 -0.06
H 0.86925 -0.06008 -1.47741 0.2 0.0 0.4 0.23
H -0.71331 2.48833 -0.88866 0.2 0.0 0.2 0.21
C 1.83273 -0.88646 2.30744 -0.1 -0.1 -0.1 0.21
C 2.07010 -2.04318 3.25160 -0.6 0.7 0.8 0.67
O 1.62306 -1.50703 4.49517 0.1 -0.4 -0.5 -0.34
C 1.63951 -0.14743 4.43168 0.2 0.2 -0.2 0.57
O 1.44993 0.56930 5.35175 0.0 0.1 0.1 -0.51
O 1.89404 0.25699 3.16200 0.1 -0.1 0.1 -0.26
F 3.39011 -2.35109 3.38507 -0.1 -0.2 -0.2 -0.32
H 0.81864 -0.93281 1.90409 0.1 -0.2 -0.2 -0.16
H 2.57087 -0.85419 1.51020 0.0 0.3 0.1 0.25
H 1.46611 -2.91668 3.02954 0.3 -0.3 0.0 -0.10
```
Forces are in eV/Å.


Computed, not measured: C13H23IN13S4V as an isolated structure, with ωB97M-V with the def2-TZVPD basis set.

Calculated values
2S+1: 2
Net charge: +1
ΔE to the lowest compared entry with this formula, charge and spin: 6.5 kcal/mol
HOMO-LUMO gap (alpha / beta): 7.23 / 6.74 eV
LUMO level (alpha / beta): -2.11 / -2.11 eV

Geometry as XYZ:
```
55
Properties=species:S:1:pos:R:3:forces:R:3:lowdin_spin:R:1
V -0.09664 0.37596 0.40749 0.2 0.6 0.1 0.94
N 2.30193 -2.14904 0.02525 -0.1 0.0 0.1 0.00
C 2.14309 -1.34212 -1.03489 -0.1 0.2 0.0 0.01
N 1.30385 -0.32289 -1.07157 0.2 -0.3 0.0 0.01
C 1.43774 0.37075 -2.26480 0.0 0.1 0.1 0.00
C 2.34902 -0.10865 -3.13152 0.0 -0.1 0.0 0.00
S 3.10831 -1.50444 -2.45751 0.0 0.0 -0.1 0.00
C 0.61193 1.56667 -2.38003 0.0 0.0 0.1 0.00
C 0.36683 2.33186 -3.46057 -0.1 0.1 -0.1 0.00
S -0.70138 3.62643 -3.03817 0.1 0.0 -0.1 0.00
C -0.75442 3.04246 -1.41560 0.1 -0.1 0.1 0.00
N -0.01462 1.97124 -1.20091 -0.1 0.0 0.0 0.00
N -1.53054 3.60171 -0.46671 0.0 0.0 0.0 0.00
H 1.58411 -2.10724 0.74577 0.0 0.0 0.0 0.00
H 2.78045 -3.02490 -0.09166 0.0 0.0 0.0 0.00
H 2.63690 0.28570 -4.09185 0.0 0.0 0.0 0.00
H 0.73171 2.21492 -4.46787 0.0 0.0 0.0 0.00
H -1.95473 4.49969 -0.61502 0.0 0.0 0.0 0.00
H -1.46283 3.23956 0.48100 0.0 0.0 0.0 0.00
C -4.96953 -1.06627 -0.18804 0.0 0.0 0.0 0.00
C -4.31665 -0.27687 0.88027 0.0 0.0 0.0 0.00
N -4.76942 -0.09162 2.07710 0.1 0.0 0.0 0.00
N -3.79887 0.64521 2.69802 -0.1 0.0 0.0 0.00
C -2.75025 0.90745 1.92596 0.0 0.1 0.1 0.00
S -1.31529 1.71557 2.30911 0.0 -0.1 -0.1 0.00
N -3.09128 0.34541 0.74412 -0.1 -0.1 -0.3 0.00
N -2.22073 0.31455 -0.34388 0.0 0.0 0.1 0.01
H -5.95033 -1.37648 0.16220 0.0 0.0 0.0 0.00
H -4.37950 -1.95746 -0.41001 0.0 0.0 0.0 0.00
H -5.08774 -0.48184 -1.10130 0.0 0.0 0.0 0.00
H -3.89023 0.89317 3.66828 0.0 0.0 0.0 0.00
H -2.15982 -0.62704 -0.74600 -0.1 -0.1 -0.2 0.00
H -2.54541 0.96251 -1.05476 0.0 0.1 0.0 0.00
N -0.56385 -2.65971 -2.20750 0.0 0.0 0.0 0.00
N -1.61860 -1.73448 -2.48216 -0.1 0.1 0.0 0.00
H -0.74312 -3.55740 -2.64120 0.0 -0.1 0.0 0.00
H -0.53576 -2.78999 -1.20087 0.0 0.0 0.0 0.00
H -2.52723 -2.18402 -2.55315 0.0 -0.2 0.0 0.00
H -1.42784 -1.32610 -3.38774 0.0 0.1 0.0 0.00
I -0.91581 -2.08709 1.46726 0.0 -0.2 0.0 0.00
C 4.32760 -1.73366 4.03226 0.0 0.0 0.0 0.00
C 3.47412 -0.55863 4.50843 0.0 0.1 0.0 0.00
C 2.94106 0.23848 3.35778 0.0 -0.1 0.0 0.00
N 1.94358 -0.12058 2.63864 -0.1 0.3 0.0 0.00
N 1.66954 0.76229 1.61138 0.1 -0.2 0.1 0.00
C 2.50981 1.76487 1.56119 0.0 -0.1 -0.1 0.01
N 2.48584 2.71103 0.59549 0.0 0.0 0.0 0.00
S 3.69191 1.71808 2.81480 0.0 0.1 0.0 0.00
H 4.70773 -2.29870 4.88299 0.0 0.0 0.0 0.00
H 5.18140 -1.38897 3.44612 0.0 0.0 0.0 0.00
H 3.73568 -2.40494 3.41063 0.0 0.0 0.0 0.00
H 4.05281 0.09331 5.16442 0.0 0.0 0.0 0.00
H 2.61895 -0.91240 5.08415 0.0 0.0 0.0 0.00
H 1.71815 2.68831 -0.06001 0.0 0.0 0.0 0.00
H 2.97541 3.57756 0.72441 0.0 0.0 0.0 0.00
```
Forces are in eV/Å.


Computed, not measured: C13H23InNO7 as an isolated structure in a non-equilibrium geometry, with ωB97M-V with the def2-TZVPD basis set.

Calculated values
Net charge: -1
HOMO-LUMO gap: 6.14 eV
LUMO level: 1.97 eV

Geometry as XYZ:
```
45
Properties=species:S:1:pos:R:3:forces:R:3:mulliken_charge:R:1
C 5.19993 1.69721 1.79323 -0.3 1.9 2.3 -0.51
C 4.83222 2.63483 2.79727 -0.1 -2.1 -2.0 -0.47
In 3.06448 3.98523 2.22161 0.5 -0.1 -0.1 0.54
C 1.70650 2.70761 0.95381 -0.3 -0.4 -0.4 -1.23
C 0.14790 3.03877 1.06975 0.8 -1.2 -0.3 0.53
C -0.48775 2.68706 2.48035 -1.6 2.3 -0.3 0.32
N 0.14081 1.67693 3.33659 -1.2 0.8 -0.6 -0.50
O -1.55111 3.27646 2.81124 2.7 -2.3 -0.6 -0.63
H 4.48791 1.51438 0.92051 1.3 0.4 1.1 0.14
H 6.20756 1.16873 1.81320 -1.4 0.3 0.0 0.22
H 5.35412 2.70790 3.80170 0.1 -0.1 -1.5 0.23
H 2.28906 4.73119 3.65469 -0.1 -0.2 0.0 -0.38
H 3.82213 5.31883 1.23687 -0.2 -0.3 0.2 -0.34
H 2.04486 2.82275 -0.13471 -0.7 -0.1 1.4 0.44
H 1.87915 1.61432 1.22765 -0.3 1.3 -0.3 0.33
H -0.06612 4.10634 0.73549 0.1 -1.4 0.9 0.29
H -0.38166 2.36325 0.30709 0.4 0.9 1.3 -0.49
H 0.86458 2.11361 3.92496 -0.2 -0.3 -0.6 0.24
H -0.61697 1.31058 3.93356 0.6 0.6 -0.1 0.31
C -3.37961 -0.62028 -1.73831 0.2 0.0 0.6 -1.16
C -2.89697 0.73633 -2.19792 -0.6 -0.8 0.3 0.44
C -2.41102 0.75223 -3.61796 -0.2 0.0 -0.6 -0.43
O -1.48445 1.83454 -3.60578 0.1 0.0 0.3 -0.37
C -0.99923 1.91246 -2.33198 0.9 0.5 0.4 0.62
O -0.05730 2.56627 -2.00600 -0.6 -0.4 -0.5 -0.45
O -1.73122 1.13703 -1.48300 0.2 0.4 -0.5 -0.33
H -2.58133 -1.36220 -1.80145 -0.2 0.3 -0.2 -0.03
H -3.68686 -0.57894 -0.68988 -0.1 0.1 -0.1 0.44
H -4.22661 -0.96172 -2.33736 0.1 0.1 0.0 0.40
H -3.67348 1.49099 -2.02983 0.1 0.1 -0.1 0.24
H -3.21455 0.93336 -4.33353 0.2 0.2 0.0 0.32
H -1.87488 -0.15828 -3.90383 -0.1 -0.1 0.2 0.24
C 0.91885 -4.52670 0.34467 0.3 0.4 -0.2 -1.46
C -0.49952 -4.25002 -0.10152 0.9 -0.3 0.7 0.55
C -1.22699 -5.47004 -0.58648 -0.3 -0.4 0.3 -0.55
O -2.18394 -4.91195 -1.48260 0.1 0.4 -0.3 -0.32
C -1.63483 -3.76162 -1.96471 0.0 0.3 -0.5 0.67
O -2.06773 -3.14091 -2.88958 0.2 -0.5 0.4 -0.54
O -0.52476 -3.41506 -1.25800 -0.7 -0.1 -0.4 -0.32
H 1.51516 -4.93852 -0.47384 -0.2 -0.1 0.0 0.36
H 1.40829 -3.59999 0.65263 -0.1 -0.1 0.1 0.37
H 0.93729 -5.22689 1.18255 -0.1 0.1 0.0 0.38
H -1.05281 -3.74138 0.69519 -0.1 -0.1 -0.1 0.26
H -1.71853 -6.01335 0.22160 -0.1 0.1 -0.2 0.32
H -0.59052 -6.16138 -1.14792 0.1 0.1 0.1 0.31
```
Forces are in eV/Å.


Number 1 is which compound? C13H23BrO3SSiV